No. 1
Entry from the Open Molecules 2025 dataset: a structure of composition C27H22N6OPRh (ωB97M-V/def2-TZVPD).

CARTESIAN COORDINATES (ANGSTROEM)
Rh -0.152 0.112 0.042
P -1.009 2.334 -0.050
O 0.471 -0.290 2.228
N -1.038 -5.218 -2.897
N 1.813 -0.635 -0.708
N -1.936 -3.637 -1.516
N -0.606 -1.791 -0.913
N 0.305 -3.464 -2.278
N -2.776 -2.037 -0.127
C 1.379 2.689 -1.358
C 2.660 3.181 -1.538
C 1.340 3.604 0.891
C -1.305 1.885 3.973
C -0.380 0.559 2.109
C -1.025 1.696 2.598
C 0.709 2.911 -0.146
C 3.001 -0.088 -0.466
C 1.720 -1.689 -1.535
C -1.767 -2.509 -0.864
C -1.560 2.608 1.642
C -2.109 2.932 4.353
C 4.056 -1.577 -2.001
C 2.625 4.084 0.701
C -2.303 5.605 -2.072
C -2.652 3.808 3.408
C -4.141 4.052 -1.947
C -2.375 3.649 2.058
C 0.402 -2.356 -1.611
C -1.466 4.685 -1.462
C 2.824 -2.177 -2.213
C 4.153 -0.532 -1.094
C -0.898 -4.092 -2.223
C -3.319 3.126 -1.330
C 3.282 3.875 -0.507
C -3.634 5.293 -2.315
C -1.985 3.450 -1.076
H -0.262 -5.604 -3.407
H 3.176 3.023 -2.476
H 0.820 3.786 1.823
H -2.324 3.086 5.402
H 2.704 -3.023 -2.873
H -3.706 2.155 -1.043
H 4.936 -1.928 -2.522
H -1.910 -5.717 -2.853
H -2.782 4.342 1.334
H 3.033 0.717 0.256
H -1.916 6.575 -2.353
H -4.279 6.015 -2.796
H 0.872 2.168 -2.164
H -0.430 4.936 -1.276
H -3.287 4.620 3.733
H -2.662 -1.213 0.432
H 5.102 -0.066 -0.873
H 4.282 4.264 -0.644
H -5.177 3.808 -2.142
H -3.621 -2.579 -0.050
H -0.899 1.192 4.698
H 3.116 4.630 1.495

Lowest unoccupied orbital energy (spin up / spin down)   -6.32 / -8.61 eV
Charge   +2
2S+1   5
Molar mass   580.39 g/mol
⟨S²⟩   6.021

***

No. 2
Entry from the Open Molecules 2025 dataset: a structure of composition C5H8O3Rb (ωB97M-V/def2-TZVPD).

CARTESIAN COORDINATES (ANGSTROEM)
Rb 2.980 -0.909 -1.860
O 2.304 1.345 -0.350
O 0.264 0.617 0.032
O 1.089 2.412 1.212
C 0.197 -2.230 0.212
C -1.084 1.021 0.300
C 1.320 1.538 0.397
C -1.853 1.391 -0.947
C 1.168 -2.855 0.885
H 1.862 -2.311 1.538
H -1.543 0.169 0.817
H -1.087 1.840 1.027
H -1.426 2.289 -1.416
H -1.898 0.549 -1.651
H -0.676 -2.555 -0.355
H 1.274 -3.947 0.836
H -2.891 1.635 -0.678

Lowest unoccupied orbital energy (spin up / spin down)   -0.92 / -0.91 eV
2S+1   2
Molar mass   201.58 g/mol
⟨S²⟩   0.765
Relative energy (zero: lowest compared OMol25 entry of this formula, charge and spin)   27.1 kcal per mole

***

No. 3
Entry from the Open Molecules 2025 dataset: a structure of composition C30H55B6F24N10Zn (ωB97M-V/def2-TZVPD).

CARTESIAN COORDINATES (ANGSTROEM)
Zn -0.560 0.392 -3.279
F -1.213 -3.313 -4.600
F -1.132 -0.029 -1.441
F 2.364 -0.526 -6.515
F 0.804 -0.363 -4.852
F 1.409 1.754 -3.101
F -2.837 2.607 -4.852
F -2.140 -3.324 -2.628
F 3.099 0.684 -4.223
F -3.059 -2.045 -4.101
F -1.348 4.244 -3.263
F -0.919 1.446 -4.845
F 3.108 2.815 -4.141
F -1.242 3.753 -1.018
F 1.365 1.368 -6.229
F 0.283 -0.566 -7.027
F 0.305 -1.105 0.049
F 0.515 1.092 -0.388
F -2.779 0.694 -5.943
F -3.020 3.070 -2.302
F -2.527 0.604 -3.674
F -1.045 -1.486 -3.370
F -1.007 2.124 -2.528
F 3.473 1.711 -2.193
F 0.976 -0.304 -1.972
N 3.194 -1.154 4.453
N -6.091 2.187 -0.187
N 3.185 -0.498 6.656
N -0.268 -2.781 5.970
N -1.234 -3.219 4.050
N 1.623 5.247 -0.700
N 3.118 -2.283 -2.319
N 2.485 -3.326 -4.195
N 2.014 3.943 1.061
N -5.045 0.247 -0.585
C 2.727 -0.255 5.381
C -7.186 3.189 -0.102
C -0.114 -2.331 7.343
C 3.323 -2.419 -3.657
C 2.056 -3.150 -1.974
C 2.817 0.239 7.786
C -2.259 -1.926 2.287
C 2.074 -5.268 -5.799
C -4.684 2.463 -0.077
C 1.305 5.815 -2.017
C 1.493 3.978 -0.207
C 2.542 5.189 1.425
C -7.058 4.225 -1.243
C 2.301 5.959 0.269
C 2.154 -2.063 2.394
C -2.217 -3.317 3.020
C 2.233 -3.690 -5.583
C 3.044 -0.950 3.016
C 0.678 -3.462 5.196
C 4.019 -1.559 6.506
C 2.053 2.724 1.833
C 0.747 2.392 2.563
C -4.835 -1.048 -1.059
C -4.089 1.263 -0.413
C 4.045 -1.960 5.156
C 1.653 -3.748 -3.147
C -1.359 -2.604 5.195
C 3.838 -1.330 -1.489
C 0.005 -3.823 4.031
C -6.216 0.820 -0.323
B -2.261 1.307 -4.829
B 2.750 1.755 -3.397
B 0.162 -0.106 -0.898
B -1.606 3.292 -2.279
B 1.156 0.007 -6.153
B -1.877 -2.500 -3.666
H 0.843 1.465 3.129
H -7.964 4.798 -1.440
H 4.649 -1.818 7.344
H 3.249 -0.464 -1.189
H 4.049 -1.147 2.643
H -8.070 2.552 -0.079
H 0.484 -4.433 3.279
H -6.246 4.938 -1.104
H 1.316 -3.251 -5.976
H 3.010 -3.168 -6.142
H 2.386 1.868 1.248
H -4.086 -1.504 -0.411
H 0.044 -1.253 7.388
H 4.139 -1.965 -4.200
H 2.886 2.893 2.516
H 1.137 -2.139 2.777
H 0.378 3.187 3.211
H -7.004 3.615 0.885
H -4.693 -1.099 -2.139
H -0.025 2.251 1.807
H 2.812 0.094 2.808
H 1.849 6.711 -2.315
H -1.301 -1.798 1.784
H -3.022 1.130 -0.518
H -5.723 -1.658 -0.893
H 2.025 -1.873 1.328
H 1.828 0.671 7.634
H 0.761 -2.719 7.863
H 4.064 -1.855 -0.561
H -1.037 -2.551 7.878
H 1.404 5.086 -2.822
H 2.194 -5.640 -6.817
H 2.101 0.587 5.126
H 3.011 5.269 2.394
H 2.589 6.985 0.098
H 1.701 -3.588 5.521
H 4.661 -2.680 4.638
H -2.546 -1.067 2.894
H 3.523 1.069 7.827
H -1.799 -4.012 2.293
H -2.242 -2.054 5.483
H 4.779 -1.027 -1.947
H 2.581 -3.064 2.452
H 0.257 6.114 -1.996
H 1.689 -3.159 -0.959
H -7.141 0.278 -0.453
H -3.177 -3.580 3.465
H -4.363 3.468 0.154
H -6.994 3.761 -2.227
H 0.961 3.258 -0.810
H -3.081 -1.936 1.571
H 0.798 -4.370 -3.369
H 1.231 -5.774 -5.328
H 2.851 -5.840 -5.293
H 3.011 -0.330 8.695

Lowest unoccupied orbital energy   -4.64 eV
Charge   +1
Molar mass   1142.05 g/mol

***

No. 4
Entry from the Open Molecules 2025 dataset: an isolated molecule of C4H8O2 (ωB97M-V/def2-TZVPD).

CARTESIAN COORDINATES (ANGSTROEM)
O 1.217 -0.157 -0.101
O -2.025 -0.119 0.076
C -1.072 -0.037 -1.042
C 0.139 0.667 -0.485
C -1.453 -1.299 -0.427
C 1.772 0.356 1.092
H 1.016 0.374 1.892
H -2.188 -1.925 -0.915
H 2.142 1.384 0.953
H -0.422 0.966 0.399
H -1.518 0.336 -1.961
H 2.601 -0.289 1.389
H 0.490 1.542 -1.053
H -0.700 -1.799 0.181

Lowest unoccupied orbital energy   1.10 eV
SMILES   COC[C@H]1CO1
Molar mass   88.11 g/mol
Relative energy (zero: lowest compared OMol25 entry of this formula, charge and spin)   72.7 kcal per mole

***

No. 5
Entry from the Open Molecules 2025 dataset: an isolated molecule of C11H16FNO2 (ωB97M-V/def2-TZVPD).

CARTESIAN COORDINATES (ANGSTROEM)
F -3.823 -2.058 0.407
O 0.002 -1.366 -1.617
O 0.360 -0.105 0.225
N -1.722 -0.226 -0.619
C -2.153 -1.996 -2.371
C 1.973 0.758 1.739
C -2.228 0.387 0.542
C -2.685 -0.966 -2.893
C -3.910 -0.951 -0.460
C 2.081 1.430 -0.655
C -2.666 -0.899 -1.451
C -3.807 0.299 0.342
C -0.418 -0.625 -0.780
C 1.778 0.297 0.317
C 2.609 -0.897 -0.075
H 1.761 1.219 -1.623
H -1.665 -2.963 -2.496
H 1.172 1.420 2.132
H 1.601 2.314 -0.394
H -3.306 -0.413 -3.657
H 2.276 -1.128 -1.072
H -4.088 1.225 -0.210
H 3.619 -0.626 -0.250
H 1.891 -0.107 2.409
H -4.434 0.264 1.199
H 3.061 1.090 1.837
H -4.881 -1.109 -0.907
H -1.654 1.364 0.630
H 2.536 -1.720 0.555
H -1.867 -0.144 1.481
H 3.197 1.643 -0.598

Lowest unoccupied orbital energy (spin up / spin down)   0.74 / -2.04 eV
2S+1   3
Molar mass   213.25 g/mol
⟨S²⟩   2.007

***

No. 6
Entry from the Open Molecules 2025 dataset: a structure of composition C5H11CuF3NO12S3 (ωB97M-V/def2-TZVPD).

CARTESIAN COORDINATES (ANGSTROEM)
Cu -0.073 -0.880 0.221
S 0.616 -1.396 3.501
S 3.296 -0.520 -0.376
S -1.534 -3.172 0.233
F 4.043 1.786 -1.572
F 5.128 0.017 -2.206
F 3.104 0.356 -2.923
O -0.133 -2.974 -0.275
O -1.623 -4.034 1.398
O 1.787 -2.133 4.013
O -0.724 1.209 0.893
O 3.938 0.141 0.726
O 0.701 -1.318 1.982
O -1.913 -1.732 0.603
O 3.720 -1.844 -0.711
O 1.857 -0.266 -0.468
O 0.636 0.033 3.977
O -0.638 -2.049 3.908
O -2.345 -3.740 -0.878
N -1.076 -0.161 -1.556
C 3.903 0.472 -1.838
C -1.408 1.887 -0.082
C -1.851 1.921 -2.595
C -1.235 1.276 2.217
C -1.036 1.329 -1.443
H -0.704 0.578 2.875
H -1.257 2.981 -0.158
H -1.376 1.786 -3.562
H -2.292 0.955 2.210
H -1.237 2.321 2.554
H -2.877 1.531 -2.592
H -2.508 1.809 0.044
H 0.002 1.610 -1.652
H -0.777 -0.374 -2.503
H -2.068 -0.393 -1.560
H -2.048 2.989 -2.406

Lowest unoccupied orbital energy (spin up / spin down)   6.20 / 6.20 eV
Charge   -3
2S+1   2
Molar mass   493.88 g/mol
⟨S²⟩   0.752
Relative energy (zero: lowest compared OMol25 entry of this formula, charge and spin)   5.1 kcal per mole

***

No. 7
Entry from the Open Molecules 2025 dataset: a cluster of 3 separate species, C4H16NO2 in total (ωB97M-V/def2-TZVPD).

CARTESIAN COORDINATES (ANGSTROEM)
O -2.264 -1.206 -3.102
O -1.555 -1.186 -0.649
N 0.657 -0.124 -0.924
C 0.613 0.410 2.850
C 1.286 -0.280 0.427
C 1.379 2.164 1.063
C 0.692 0.785 1.353
H -2.089 -1.376 -1.465
H 2.139 2.302 1.849
H -2.967 -0.860 -3.691
H -0.378 0.977 1.179
H 1.677 2.053 0.023
H -0.172 0.942 3.413
H 1.048 -0.843 -1.574
H -1.923 -1.711 0.080
H 0.765 3.051 0.981
H -0.495 -0.245 -0.816
H 0.843 0.790 -1.363
H 0.285 -0.607 3.119
H -1.895 -1.992 -3.561
H 1.098 -1.347 0.646
H 2.351 -0.304 0.255
H 1.581 0.641 3.302

Lowest unoccupied orbital energy (spin up / spin down)   0.84 / 0.68 eV
2S+1   2
Molar mass   110.18 g/mol
⟨S²⟩   0.750
Relative energy (zero: lowest compared OMol25 entry of this formula, charge and spin)   19.8 kcal per mole

***

No. 8
Entry from the Open Molecules 2025 dataset: a structure of composition C3H7O2Zn (ωB97M-V/def2-TZVPD).

CARTESIAN COORDINATES (ANGSTROEM)
Zn -0.619 -0.296 0.538
O 0.736 -1.431 1.071
O 0.736 0.870 -0.347
C 2.108 0.640 -0.508
C -1.490 0.552 -1.140
C -0.128 1.078 -1.519
H -1.890 -0.133 -1.901
H 0.327 0.606 -2.403
H -0.078 2.170 -1.658
H 2.429 0.567 -1.555
H 2.677 1.417 0.016
H -2.216 1.362 -0.982
H 2.062 -0.569 0.290

Lowest unoccupied orbital energy (spin up / spin down)   0.10 / -1.08 eV
2S+1   2
Molar mass   140.48 g/mol
⟨S²⟩   0.759
Relative energy (zero: lowest compared OMol25 entry of this formula, charge and spin)   51.1 kcal per mole

***

No. 9
Entry from the Open Molecules 2025 dataset: a cluster of 6 separate species, C53H55FN2O3S2 in total (ωB97M-V/def2-TZVPD).

CARTESIAN COORDINATES (ANGSTROEM)
S 1.957 4.422 3.568
S 3.538 3.799 0.842
F 1.194 4.147 4.897
O 3.281 4.759 3.952
O 8.700 5.384 0.492
O 1.199 5.351 2.804
N 1.812 -4.065 -0.773
N 3.288 1.012 -0.052
C -6.911 -3.208 -9.127
C -1.789 7.278 -1.239
C 1.534 -4.877 -2.847
C 5.680 0.703 -0.482
C 1.365 -5.115 -1.506
C 3.029 -3.440 1.312
C -2.496 -0.026 6.586
C -4.466 0.971 2.928
C -5.188 0.588 1.805
C 2.570 1.274 1.136
C 1.875 2.814 2.855
C -5.329 -1.359 -7.790
C 4.906 2.791 0.335
C -3.042 -6.706 -3.231
C 8.667 3.042 -0.079
C 1.771 -1.137 1.150
C 6.197 3.292 0.325
C -5.788 -2.488 -7.127
C 8.787 4.468 -0.604
C -6.582 -3.411 -7.794
C -2.474 1.120 1.591
C 1.780 -4.058 0.684
C 2.127 -3.593 -2.911
C -3.192 0.730 0.470
C -2.852 -1.112 7.374
C -2.647 5.039 -1.408
C -2.087 -5.821 -2.750
C -0.864 5.531 0.131
C -1.742 4.622 -0.442
C -2.435 -1.175 8.696
C 6.977 1.198 -0.500
C 1.109 0.538 2.906
C -2.670 6.368 -1.808
C 4.622 1.493 -0.061
C -0.890 6.860 -0.268
C 0.324 -0.527 3.651
C -1.659 -0.154 9.230
C 1.116 1.816 3.452
C 2.998 -1.919 1.618
C -3.850 -5.015 -4.736
C 7.264 2.496 -0.096
C 1.817 0.259 1.742
C -5.661 -1.154 -9.122
C 2.598 2.553 1.694
C -2.893 -4.131 -4.257
C -3.109 1.242 2.817
C 2.289 -3.116 -1.641
C -4.551 0.466 0.577
C -1.306 0.933 8.443
C -6.449 -2.081 -9.791
C -2.013 -4.533 -3.261
C -1.726 0.998 7.122
C -3.926 -6.302 -4.222
H 1.013 -1.333 3.881
H 7.764 0.536 -0.827
H 3.340 0.012 -0.180
H -1.805 8.314 -1.553
H -2.694 0.632 -0.487
H -4.673 -6.991 -4.595
H 0.583 2.041 4.361
H -3.336 4.328 -1.848
H -2.817 0.022 5.553
H -5.114 0.165 -0.297
H 1.718 -1.019 0.071
H -4.537 -4.701 -5.511
H 3.850 -3.685 0.644
H -4.961 1.061 3.886
H 8.969 3.094 0.968
H 8.095 6.093 0.270
H -2.714 -2.020 9.312
H -0.704 1.731 8.860
H 5.511 -0.313 -0.817
H -0.527 -0.861 3.063
H 1.299 -5.510 -3.677
H -1.414 1.335 1.514
H -1.331 -0.206 10.260
H 6.353 4.307 0.650
H -3.375 6.695 -2.563
H -5.528 -2.648 -6.088
H -0.161 5.208 0.886
H -6.944 -4.290 -7.275
H 9.742 4.626 -1.100
H -6.247 0.383 1.887
H -3.456 -1.908 6.957
H 0.841 -1.580 1.480
H 2.431 -3.067 -3.799
H -0.073 -0.098 4.562
H -0.207 7.570 0.180
H 3.230 -3.997 2.222
H 3.132 -1.782 2.687
H 0.951 -6.017 -1.094
H -4.712 -0.638 -7.269
H -2.831 -3.128 -4.661
H -7.529 -3.928 -9.648
H 1.762 -5.107 0.964
H -1.724 3.587 -0.134
H -2.543 1.548 3.689
H -6.703 -1.924 -10.831
H -1.399 -6.134 -1.975
H 0.853 -3.634 1.061
H -3.098 -7.712 -2.833
H 9.365 2.371 -0.570
H -5.305 -0.273 -9.639
H -1.453 1.849 6.509
H -1.267 -3.845 -2.884
H 2.730 -2.187 -1.344
H 3.889 -1.483 1.169
H 7.981 4.672 -1.306

Lowest unoccupied orbital energy   0.38 eV
SMILES   Cc1cc(S(=O)(=O)F)c2c(c1CCCCn1cccc1)Nc1ccc(CCO)cc1S2.c1ccccc1.c1ccccc1.c1ccccc1.c1ccccc1.c1ccccc1
Molar mass   851.17 g/mol

***

No. 10
Entry from the Open Molecules 2025 dataset: a cluster of 2 separate species, C10H16 in total (ωB97M-V/def2-TZVPD).

CARTESIAN COORDINATES (ANGSTROEM)
C -2.042 1.638 -0.557
C -1.055 1.501 2.082
C -2.537 2.447 0.403
C -0.938 0.885 -0.282
C 0.991 -2.669 -2.659
C -2.067 2.402 1.727
C 0.852 -0.763 2.428
C 1.969 -1.390 -2.491
C 0.886 0.189 1.183
C -0.379 0.860 0.971
H -3.238 3.202 0.044
H -0.017 -2.594 -2.252
H -0.831 1.230 3.100
H 1.897 -0.925 2.847
H -2.557 3.010 2.481
H -0.664 0.060 -1.044
H 0.520 -2.407 -3.747
H 3.018 -1.707 -2.317
H -2.534 1.514 -1.504
H 1.331 -0.174 0.377
H 0.182 -0.172 3.027
H 1.586 -3.622 -2.607
H 0.435 -1.803 2.258
H 1.765 -0.916 -1.528
H 1.580 0.985 1.494
H 1.846 -0.781 -3.438

Lowest unoccupied orbital energy   0.96 eV
SMILES   CCc1ccccc1.CC
Molar mass   136.24 g/mol
Relative energy (zero: lowest compared OMol25 entry of this formula, charge and spin)   58.7 kcal per mole